[1]
{"formula": "C41H59Br3KN5OS5Se", "method": "ωB97M-V/def2-TZVPD", "spin_multiplicity": 1, "largest_force_ev_per_a": 1.87, "total_charge": -2, "symbols": ["K", "C", "C", "C", "C", "C", "C", "C", "Br", "C", "O", "C", "C", "C", "C", "C", "C", "H", "H", "H", "H", "H", "H", "H", "H", "H", "H", "H", "H", "H", "H", "H", "H", "H", "H", "H", "H", "N", "C", "C", "C", "N", "H", "H", "H", "H", "H", "H", "H", "H", "H", "H", "Br", "C", "C", "C", "C", "N", "C", "Se", "N", "C", "C", "C", "C", "C", "C", "C", "C", "C", "C", "H", "H", "H", "H", "H", "H", "H", "H", "H", "H", "H", "H", "H", "H", "H", "H", "H", "H", "H", "H", "H", "H", "Br", "C", "C", "C", "C", "C", "N", "H", "H", "H", "H", "C", "S", "C", "C", "S", "S", "C", "S", "S", "H", "H", "H"], "xyz": [[-0.955, -0.251, -0.424], [-5.100, -1.754, 6.368], [-5.551, -2.301, 5.006], [-6.734, -1.482, 4.468], [-6.050, -3.732, 5.222], [-4.412, -2.208, 4.002], [-3.846, -0.969, 3.728], [-2.858, -0.884, 2.785], [-2.085, 0.827, 2.424], [-2.313, -1.953, 2.020], [-1.388, -1.712, 1.191], [-2.913, -3.219, 2.328], [-3.912, -3.289, 3.286], [-2.485, -4.542, 1.690], [-3.712, -5.273, 1.114], [-1.815, -5.411, 2.769], [-1.484, -4.367, 0.551], [-5.906, -1.838, 7.099], [-4.810, -0.709, 6.299], [-4.243, -2.320, 6.730], [-7.582, -1.528, 5.154], [-7.040, -1.885, 3.504], [-6.459, -0.441, 4.324], [-6.885, -3.720, 5.922], [-5.263, -4.360, 5.633], [-6.395, -4.160, 4.284], [-4.167, -0.077, 4.247], [-4.328, -4.263, 3.498], [-4.414, -5.578, 1.886], [-3.404, -6.168, 0.574], [-4.234, -4.616, 0.423], [-2.478, -5.587, 3.614], [-0.925, -4.905, 3.137], [-1.514, -6.377, 2.361], [-1.927, -3.785, -0.253], [-1.183, -5.342, 0.167], [-0.601, -3.841, 0.895], [1.424, 0.518, 2.574], [2.258, -0.407, 1.816], [3.307, 0.350, 1.013], [2.679, 1.138, -0.132], [1.903, 0.282, -1.016], [1.958, 0.875, 3.360], [0.635, 0.011, 2.958], [1.620, -0.950, 1.119], [2.759, -1.141, 2.466], [4.032, -0.366, 0.618], [3.831, 1.050, 1.672], [3.473, 1.683, -0.671], [1.994, 1.873, 0.294], [2.450, -0.528, -1.289], [1.682, 0.792, -1.865], [-3.092, 0.486, -2.345], [-0.170, 6.221, 5.011], [0.344, 6.273, 3.577], [1.036, 4.991, 3.124], [0.102, 3.792, 2.953], [-1.036, 4.064, 2.106], [-0.984, 4.104, 0.748], [0.519, 4.289, -0.226], [-2.243, 4.103, 0.255], [-2.616, 4.032, -1.133], [-3.279, 5.327, -1.603], [-2.300, 6.494, -1.746], [-1.392, 6.356, -2.964], [-3.122, 4.064, 1.306], [-4.506, 3.997, 1.338], [-5.113, 3.963, 2.579], [-4.367, 3.986, 3.750], [-2.985, 4.024, 3.726], [-2.358, 4.055, 2.489], [-0.536, 7.200, 5.320], [0.625, 5.914, 5.689], [-0.988, 5.515, 5.107], [1.059, 7.094, 3.484], [-0.484, 6.486, 2.898], [1.812, 4.709, 3.837], [1.518, 5.190, 2.167], [-0.282, 3.448, 3.914], [0.665, 2.968, 2.498], [-3.298, 3.188, -1.269], [-1.717, 3.832, -1.719], [-4.055, 5.607, -0.884], [-3.755, 5.132, -2.565], [-1.681, 6.566, -0.847], [-2.872, 7.426, -1.826], [-0.677, 5.554, -2.823], [-0.833, 7.274, -3.134], [-1.978, 6.137, -3.853], [-5.088, 3.939, 0.434], [-6.188, 3.895, 2.640], [-4.876, 3.949, 4.703], [-2.427, 3.993, 4.649], [-0.196, 0.715, -4.768], [-0.394, -1.036, -4.104], [-1.016, -2.013, -4.866], [-1.071, -3.284, -4.318], [-0.512, -3.513, -3.069], [0.095, -2.454, -2.415], [0.154, -1.241, -2.931], [-1.439, -1.785, -5.834], [-1.541, -4.086, -4.875], [-0.542, -4.488, -2.608], [0.580, -2.591, -1.461], [2.146, -4.237, 2.756], [3.794, -3.518, 3.025], [4.683, -4.026, 1.591], [4.268, -3.972, 0.293], [2.773, -3.599, -0.336], [5.590, -4.454, -0.855], [6.876, -4.640, 0.286], [8.431, -4.990, -0.128], [6.352, -4.467, 1.925], [1.634, -4.213, 3.712], [2.269, -5.257, 2.409], [1.613, -3.647, 2.019]]}

[2]
{"formula": "C3H2S2", "method": "ωB97M-V/def2-TZVPD", "spin_multiplicity": 1, "largest_force_ev_per_a": 3.60, "symbols": ["C", "C", "C", "S", "S", "H", "H"], "xyz": [[0.783, -0.032, 0.044], [-0.530, -0.036, 0.820], [-0.480, -0.007, -0.819], [-1.368, -1.423, 0.030], [-1.361, 1.375, 0.023], [1.473, 0.931, 0.006], [1.484, -0.807, -0.105]]}

Here are the calculated LUMO numbers, same order: 3.596, -0.512 (eV).
Here are the calculated HOMO-LUMO gap numbers, same order: 5.9, 8.5 (eV).
Here are the calculated energy relative to the best compared isomer or geometry (same formula, charge and spin) numbers, same order: 19.1, 43.1 (kcal/mol).